The following is a quantum chemistry calculation of a single C23H27N3O2S2 molecule, from OMol25.

The geometry in XYZ format:
```
57
Properties=species:S:1:pos:R:3:forces:R:3
C -1.991 -1.549 1.203 0.0 0.1 -0.2
H -1.884 -1.373 2.273 0.0 0.0 0.2
H -3.050 -1.642 0.969 -0.1 0.0 0.0
H -1.500 -2.487 0.959 0.0 -0.1 0.1
C -1.365 -0.398 0.419 0.4 -0.5 0.1
N -2.028 0.859 0.682 -0.5 0.5 -0.6
S -3.164 1.442 -0.371 0.3 0.1 0.5
O -3.577 2.704 0.166 -0.2 -0.2 0.2
O -2.599 1.386 -1.686 -0.2 -0.4 0.0
C -4.530 0.289 -0.283 0.4 0.4 -0.2
C -4.635 -0.714 -1.226 0.1 0.0 -0.2
C -5.669 -1.630 -1.124 0.0 0.0 0.0
C -6.580 -1.528 -0.083 0.0 0.0 0.0
C -6.468 -0.512 0.853 0.1 0.0 0.0
C -5.433 0.405 0.754 -0.1 0.1 0.1
H -5.323 1.218 1.454 -0.1 0.1 0.1
H -7.185 -0.433 1.656 -0.1 0.0 0.1
H -7.386 -2.242 -0.004 -0.1 -0.1 0.0
H -5.766 -2.419 -1.854 0.0 -0.1 -0.1
H -3.914 -0.753 -2.028 0.0 -0.1 -0.1
H -2.247 1.046 1.647 -0.2 0.2 0.2
H -1.476 -0.566 -0.656 0.1 -0.1 0.0
C 0.144 -0.243 0.750 -0.2 0.1 -0.3
C 0.937 -1.472 0.414 -0.1 -0.4 -0.1
C 2.053 -1.909 1.058 -0.3 0.1 0.0
C 2.640 -3.045 0.457 0.0 -0.2 -0.1
C 1.964 -3.458 -0.642 -0.3 0.1 -0.2
S 0.599 -2.462 -0.968 0.4 0.0 0.4
H 2.175 -4.284 -1.291 0.1 -0.2 -0.1
H 3.526 -3.525 0.831 0.2 -0.1 0.0
H 2.452 -1.427 1.931 0.1 0.2 0.2
N 0.794 0.884 0.127 -0.3 0.2 0.1
C 0.733 2.173 0.774 0.0 0.1 -0.1
C 2.054 2.916 0.424 -0.1 0.1 0.2
N 2.717 2.257 -0.684 0.1 0.3 -0.2
C 3.654 1.264 -0.417 0.3 -0.1 0.0
C 4.599 1.442 0.602 -0.1 0.1 0.1
C 5.571 0.496 0.857 0.0 -0.1 0.1
C 5.654 -0.656 0.094 0.1 -0.2 0.0
C 4.753 -0.831 -0.940 0.1 0.0 0.0
C 3.773 0.108 -1.195 -0.1 0.1 -0.1
H 3.091 -0.083 -2.007 -0.2 0.0 -0.1
H 4.805 -1.717 -1.558 0.0 0.0 0.0
H 6.412 -1.397 0.297 0.1 -0.1 0.0
H 6.278 0.667 1.656 0.0 0.0 0.0
H 4.592 2.343 1.198 0.0 0.1 0.0
C 1.756 2.046 -1.745 0.1 -0.1 0.0
C 0.669 1.034 -1.309 0.0 -0.1 0.0
H -0.325 1.395 -1.609 0.1 -0.1 0.0
H 0.837 0.061 -1.774 0.0 0.1 0.0
H 2.268 1.724 -2.652 -0.1 0.0 0.0
H 1.297 3.017 -1.952 0.0 0.0 0.0
H 2.709 2.932 1.291 0.0 0.1 -0.1
H 1.841 3.950 0.135 0.0 0.0 0.1
H -0.141 2.754 0.439 0.1 0.0 0.1
H 0.657 2.035 1.853 -0.1 0.0 0.0
H 0.231 -0.090 1.834 0.0 0.0 -0.1
```
Forces are in eV/Å.

Its max |F| is 0.96 eV/Å. The calculation puts the energy above the lowest of the compared OMol25 structures with the same formula, charge and spin at 2.972 eV. The HOMO-LUMO gap is 7.8 eV.


The following is a quantum chemistry calculation of a single C23H27N3O3 molecule, from OMol25.

The geometry in XYZ format:
```
56
Properties=species:S:1:pos:R:3:forces:R:3
O -2.494 1.019 -3.274 -0.4 -0.1 -0.2
C -1.484 0.837 -2.625 0.5 -0.3 -0.1
N -0.691 1.820 -2.174 0.2 0.1 0.1
H 0.084 1.634 -1.544 -0.2 -0.2 -0.1
C -1.107 3.204 -2.135 -0.2 0.1 0.0
H -2.131 3.249 -2.511 0.1 0.0 0.0
C -1.028 3.725 -0.699 0.3 0.0 -0.2
H -1.601 3.051 -0.060 -0.1 0.0 0.1
H -1.487 4.713 -0.647 0.0 0.0 0.0
C 0.422 3.837 -0.213 -0.3 0.2 0.1
N 1.096 2.546 -0.215 0.3 0.0 0.2
C 0.901 1.799 1.009 -0.1 0.1 0.2
C 1.558 0.445 0.959 0.0 -0.1 -0.1
C 1.269 -0.496 1.940 0.0 0.0 0.0
C 1.847 -1.750 1.917 0.0 0.0 0.1
C 2.725 -2.082 0.899 0.1 0.0 0.0
C 3.042 -1.143 -0.064 0.0 -0.1 0.0
C 2.476 0.126 -0.038 -0.1 0.0 0.0
C 2.865 1.154 -1.064 0.0 0.2 0.0
C 2.497 2.557 -0.586 0.2 -0.2 -0.2
H 2.652 3.273 -1.395 0.0 0.0 0.1
H 3.145 2.845 0.260 0.0 0.0 0.0
H 3.937 1.092 -1.261 0.0 0.0 0.0
H 2.344 0.949 -2.005 0.0 0.1 0.0
H 3.745 -1.387 -0.847 0.1 0.0 -0.1
H 3.171 -3.064 0.867 0.0 -0.1 0.0
H 1.610 -2.468 2.687 0.0 -0.1 0.0
H 0.594 -0.234 2.743 -0.1 0.0 0.1
H -0.176 1.676 1.166 0.0 0.0 0.1
H 1.299 2.352 1.884 -0.1 0.0 -0.1
H 0.960 4.504 -0.892 0.0 0.0 0.0
H 0.443 4.297 0.788 0.1 0.0 -0.1
H -0.462 3.802 -2.790 -0.1 0.1 0.0
C -0.993 -0.576 -2.299 -0.4 0.1 0.0
H -0.082 -0.557 -1.699 0.1 -0.1 0.0
H -0.788 -1.080 -3.244 0.0 0.1 0.0
C -2.113 -1.326 -1.561 -0.1 0.1 -0.3
N -1.963 -1.312 -0.117 -0.1 -0.1 0.0
C -2.474 -0.269 0.582 0.0 -0.1 0.4
O -2.916 0.733 0.060 -0.1 0.2 0.0
C -2.443 -0.413 2.099 0.0 0.5 0.1
H -1.562 0.131 2.477 -0.2 -0.1 -0.1
O -2.437 -1.736 2.584 -0.1 -0.3 -0.1
C -1.624 -2.592 1.897 0.2 -0.2 -0.1
C -1.115 -3.699 2.557 -0.1 0.2 -0.1
C -0.298 -4.591 1.884 0.0 0.0 0.0
C 0.027 -4.363 0.559 0.0 -0.1 0.0
C -0.492 -3.268 -0.110 -0.1 0.1 0.1
C -1.345 -2.387 0.541 0.0 -0.2 0.4
H -0.229 -3.104 -1.142 0.0 0.1 -0.1
H 0.683 -5.041 0.036 0.1 -0.1 -0.1
H 0.093 -5.454 2.400 0.0 -0.1 0.1
H -1.376 -3.845 3.593 0.0 0.0 0.1
H -3.337 0.066 2.505 0.2 0.0 -0.2
H -3.059 -0.831 -1.801 0.1 -0.2 0.0
H -2.174 -2.369 -1.877 0.0 0.1 0.1
```
Forces are in eV/Å.

Its max |F| is 0.62 eV/Å. The calculation puts the energy above the lowest of the compared OMol25 structures with the same formula, charge and spin at 1.455 eV. The HOMO-LUMO gap is 9.1 eV.


The following is a quantum chemistry calculation of a single C23H27N3O3 molecule in a non-equilibrium geometry, from OMol25.

The geometry in XYZ format:
```
56
Properties=species:S:1:pos:R:3:forces:R:3
C 2.846 2.966 -6.966 0.0 0.0 0.0
H 2.404 1.982 -7.156 0.0 0.0 0.0
O 3.957 2.889 -6.107 0.1 0.0 -0.1
C 3.647 2.531 -4.783 0.0 -0.1 0.1
C 3.223 1.061 -4.635 0.1 0.3 -0.1
N 3.502 0.558 -3.303 0.0 -0.1 0.0
C 2.609 1.105 -2.298 0.2 0.1 0.3
C 3.054 0.648 -0.906 -0.3 0.5 -0.1
N 3.078 -0.792 -0.849 0.2 0.1 -0.1
C 2.200 -1.570 -0.174 0.0 0.0 0.2
O 2.134 -2.774 -0.331 -0.2 -0.2 0.0
C 1.342 -0.864 0.837 -0.1 -0.2 0.2
C -0.022 -0.768 0.618 0.0 0.1 0.1
C -0.783 -0.167 1.610 0.8 0.3 0.8
C -0.178 0.295 2.797 0.2 -0.6 -1.1
C 1.180 0.186 3.025 -0.3 0.2 0.3
C 1.929 -0.398 2.020 -0.1 -0.1 -0.2
H 2.995 -0.510 2.149 0.1 0.0 0.0
H 1.629 0.536 3.940 0.1 0.0 0.1
O -1.158 0.823 3.573 0.0 0.2 0.4
C -2.295 0.664 2.844 -0.2 -0.1 -0.7
N -2.130 0.100 1.697 -0.7 0.1 0.0
C -3.570 1.156 3.420 0.1 0.0 0.4
H -4.327 1.164 2.637 0.1 0.0 0.0
H -3.400 2.179 3.765 0.0 0.0 -0.1
C -4.042 0.308 4.616 0.0 0.1 0.0
C -4.875 -0.892 4.244 -0.1 0.0 0.1
C -5.879 -1.310 5.111 0.0 0.0 0.0
C -6.657 -2.415 4.819 -0.1 0.0 0.1
C -6.444 -3.121 3.647 0.0 -0.1 0.0
C -5.448 -2.714 2.778 0.0 -0.1 0.0
C -4.667 -1.609 3.072 0.0 0.0 0.0
H -3.899 -1.305 2.379 0.0 0.0 -0.1
H -5.274 -3.258 1.861 0.0 0.0 -0.1
H -7.051 -3.983 3.414 0.0 -0.1 0.0
H -7.433 -2.723 5.504 -0.1 0.0 0.0
H -6.054 -0.761 6.027 0.0 0.1 0.1
H -3.167 -0.024 5.183 0.0 0.1 0.1
H -4.632 0.943 5.280 0.1 0.0 0.0
H -0.477 -1.146 -0.282 -0.1 -0.1 -0.1
C 3.918 -1.371 -1.874 0.0 -0.4 -0.3
C 3.464 -0.895 -3.253 0.2 -0.1 0.2
H 4.143 -1.289 -4.011 0.0 0.0 0.0
H 2.450 -1.284 -3.453 0.0 0.0 0.0
H 3.843 -2.457 -1.798 0.1 0.1 0.0
H 4.951 -1.054 -1.701 0.0 0.0 0.0
H 2.377 1.044 -0.149 0.1 0.0 -0.1
H 4.067 1.022 -0.718 -0.1 0.0 0.0
H 2.649 2.194 -2.343 -0.1 0.0 0.0
H 1.564 0.784 -2.466 0.0 0.0 0.0
H 2.158 0.937 -4.902 0.1 -0.1 0.0
H 3.823 0.482 -5.342 -0.1 0.0 0.0
H 4.571 2.682 -4.219 -0.1 0.0 0.1
H 2.871 3.204 -4.389 0.1 0.0 0.0
H 2.074 3.628 -6.555 0.0 0.0 0.0
H 3.213 3.379 -7.904 -0.1 0.0 0.0
```
Forces are in eV/Å.

Its max |F| is 1.29 eV/Å. The calculation puts the energy above the lowest of the compared OMol25 structures with the same formula, charge and spin at 2.819 eV. The HOMO-LUMO gap is 9.6 eV.


The following is a quantum chemistry calculation of a single C23H27N5O4S molecule in a non-equilibrium geometry, from OMol25.

The geometry in XYZ format:
```
60
Properties=species:S:1:pos:R:3:forces:R:3
C -5.743 -4.856 0.587 0.1 -0.1 0.1
H -6.511 -4.289 1.110 -0.1 0.0 0.0
C -4.458 -4.906 1.407 -0.2 0.2 0.1
H -3.667 -5.394 0.839 0.1 0.0 0.1
H -4.647 -5.476 2.316 0.1 0.0 0.0
C -3.966 -3.500 1.788 0.0 -0.2 0.1
C -3.875 -2.689 0.543 0.4 -0.2 -0.4
N -3.100 -2.875 -0.468 0.1 -1.0 1.1
N -3.352 -1.890 -1.356 -0.8 1.0 -0.5
C -4.283 -1.145 -0.833 0.5 -0.4 -0.5
S -4.988 0.279 -1.497 -0.2 0.4 -0.1
C -3.912 0.499 -2.963 0.0 0.0 0.4
H -4.455 1.190 -3.605 0.1 -0.1 0.1
H -3.796 -0.472 -3.440 0.0 0.0 -0.1
C -2.577 1.129 -2.558 -0.3 -0.3 -0.2
O -2.386 2.319 -2.655 0.0 0.3 0.0
N -1.697 0.212 -2.089 0.2 -0.4 0.0
C -0.486 0.430 -1.429 0.2 0.3 0.1
C 0.145 1.670 -1.384 -0.1 0.1 -0.1
C 1.332 1.814 -0.691 0.1 -0.3 0.1
C 1.908 0.732 -0.031 -0.3 0.0 0.0
C 1.259 -0.501 -0.066 0.1 0.1 0.0
C 0.083 -0.658 -0.765 0.0 0.1 0.0
H -0.411 -1.619 -0.791 -0.1 -0.1 0.0
H 1.698 -1.330 0.467 0.0 -0.1 0.1
C 3.165 0.831 0.768 -0.1 0.0 -0.1
O 3.364 0.126 1.738 0.1 -0.1 0.1
N 4.041 1.759 0.293 0.0 0.4 -0.4
C 5.290 2.129 0.793 0.2 0.1 0.1
C 5.849 1.598 1.945 -0.1 -0.1 0.0
C 7.094 2.026 2.375 0.2 0.1 0.0
C 7.785 2.984 1.660 0.0 -0.1 0.1
C 7.238 3.526 0.505 -0.1 0.1 -0.2
C 5.996 3.108 0.064 -0.1 -0.1 0.0
O 5.359 3.578 -1.061 -0.1 -0.4 0.5
C 6.011 4.551 -1.839 0.1 0.2 -0.2
H 6.189 5.468 -1.268 0.0 -0.1 0.0
H 5.337 4.768 -2.666 0.1 0.0 0.0
H 6.961 4.178 -2.235 0.0 0.0 0.0
H 7.793 4.274 -0.039 0.0 0.1 -0.1
H 8.756 3.320 1.991 0.1 0.0 0.0
H 7.521 1.606 3.273 0.0 0.0 0.1
H 5.301 0.850 2.493 0.0 0.0 0.0
H 3.799 2.245 -0.560 -0.1 -0.2 0.1
H 1.786 2.794 -0.645 0.0 0.1 0.0
H -0.304 2.515 -1.879 0.0 0.0 0.0
H -2.027 -0.754 -2.045 -0.1 0.3 -0.1
O -4.668 -1.598 0.373 -0.1 0.3 -0.1
N -2.652 -3.521 2.422 -0.1 0.1 -0.1
C -2.629 -4.318 3.633 0.0 -0.1 -0.1
H -3.390 -4.004 4.363 0.0 0.0 0.1
H -1.648 -4.217 4.091 0.0 0.0 0.1
H -2.778 -5.367 3.389 0.0 -0.1 0.1
C -2.170 -2.179 2.690 0.0 0.0 0.0
H -1.177 -2.244 3.129 0.0 0.1 0.0
H -2.826 -1.621 3.378 0.0 0.0 0.0
H -2.084 -1.620 1.760 0.0 0.1 0.0
H -4.723 -3.011 2.435 0.1 -0.1 0.0
H -5.573 -4.396 -0.383 0.0 0.0 -0.1
H -6.115 -5.864 0.420 -0.1 0.0 0.0
```
Forces are in eV/Å.

Its max |F| is 1.55 eV/Å. The calculation puts the energy above the lowest of the compared OMol25 structures with the same formula, charge and spin at 1.366 eV. The HOMO-LUMO gap is 8.6 eV.